A molecular structure, C3H7ClNOZn in a non-equilibrium geometry, computed with ωB97M-V/def2-TZVPD.

Geometry as XYZ:
```
14
Properties=species:S:1:pos:R:3:forces:R:3
H 0.5133 1.5681 1.5204 0.44 -0.44 -0.17
Cl 0.4134 -2.5172 2.0927 0.78 -0.87 -0.10
H -1.1326 -1.8326 -0.6292 0.01 0.08 0.19
C -0.1298 1.2616 -0.5391 -0.26 3.24 -1.84
H -0.4601 2.7970 0.9906 -0.38 0.12 -0.77
C -0.7215 -0.9928 -1.1893 0.46 -1.91 -0.92
H 1.1509 2.7085 0.3091 -0.03 -0.04 0.03
H 0.0250 -0.4185 0.6088 -0.01 0.55 0.07
H 0.1243 -1.4079 -1.7375 0.28 -0.12 -0.06
C 0.2891 2.1081 0.6005 0.60 0.79 1.52
O -0.3391 1.7889 -1.6514 0.10 -1.14 1.26
H -1.4326 -0.8213 -1.9975 -0.17 1.27 0.54
Zn 1.9540 -4.2390 1.8901 -0.80 0.91 0.09
N -0.2540 -0.0027 -0.2684 -1.02 -2.45 0.13
```
Positions in Å, forces in eV/Å.

Its net charge is 0. The expectation value of S² is 0.7532. For the HOMO energy (spin up / spin down), the calculation gives -9.2 / -9.2 eV. Its HOMO-LUMO gap (spin up / spin down) is 8.9 / 6.5 eV. Its spin multiplicity is 2.

=====

C3H7ClO2S in the gas phase in a non-equilibrium geometry, computed with ωB97M-V/def2-TZVPD.

Geometry as XYZ:
```
14
Properties=species:S:1:pos:R:3:forces:R:3
S -0.8907 0.0913 -0.6397 -1.13 -4.34 0.06
Cl -0.1175 1.1700 -2.4137 0.05 -0.07 0.55
H 0.5241 1.5796 0.5715 -0.02 -0.58 0.28
H 1.5944 -2.2809 0.3137 -0.29 0.62 0.08
O 1.6656 -1.5468 0.9424 -0.04 -1.47 0.73
H -0.3088 0.2890 1.6627 2.01 0.06 -2.14
H 2.3912 0.3015 0.8837 -0.22 -0.29 -0.60
C -2.4443 0.4165 -0.1668 4.76 2.78 0.98
H -2.4469 1.5104 -0.0300 -0.10 -0.31 0.40
C 1.6206 -0.3065 0.3508 1.45 0.53 -0.75
H 1.9644 -0.4387 -0.7672 -1.24 1.08 1.95
H -3.3455 0.0702 -0.4544 -2.33 -1.83 -1.54
O -0.5464 -1.3464 -0.9306 -1.01 2.73 0.03
C 0.3398 0.4907 0.6778 -1.90 1.09 -0.03
```
Positions in Å, forces in eV/Å.

Its net charge is 0. For the HOMO energy, the calculation gives -9.2 eV. Its HOMO-LUMO gap is 8.5 eV. The energy above the lowest of the compared OMol25 structures with the same formula, charge and spin comes out at 276.8 kJ/mol.

=====

A molecular structure, C3H7ClO2S in a non-equilibrium geometry, computed with ωB97M-V/def2-TZVPD.

Geometry as XYZ:
```
14
Properties=species:S:1:pos:R:3:forces:R:3
O 0.9773 -2.8919 0.3148 0.25 1.16 0.03
H -0.8567 1.6844 -0.9684 -0.31 -1.75 0.81
H -0.9793 -0.0276 -1.5554 -0.50 0.25 -1.20
C -0.1595 -0.0472 1.1715 0.92 2.02 0.29
H -2.4383 0.9231 -0.9399 -0.85 -0.27 -0.78
C -1.4054 0.6805 -0.8510 1.16 0.16 0.76
H 2.0162 0.7409 -0.6046 0.92 2.05 -0.28
H -0.2491 -0.5454 2.1026 0.53 -0.32 0.96
C -1.2318 -0.1648 0.3969 -1.67 1.15 0.74
S 1.4914 -1.5445 0.4590 0.57 -1.92 -0.28
O 1.8636 -0.8750 -0.7766 -0.26 -0.09 -0.06
H -2.1160 -0.8075 0.8262 1.81 1.07 -1.40
H 0.6668 0.7713 1.0219 -1.87 -1.61 0.32
Cl 2.4208 2.1037 -0.5968 -0.71 -1.89 0.08
```
Positions in Å, forces in eV/Å.

Its net charge is 0. For the HOMO energy, the calculation gives -10.2 eV. Its HOMO-LUMO gap is 8.9 eV. The energy above the lowest of the compared OMol25 structures with the same formula, charge and spin comes out at 112.1 kJ/mol.

=====

C3H7ClS2 in the gas phase in a non-equilibrium geometry, computed with ωB97M-V/def2-TZVPD.

Geometry as XYZ:
```
13
Properties=species:S:1:pos:R:3:forces:R:3
H -0.0827 1.5195 0.4446 0.49 0.84 1.31
Cl 1.9833 0.5360 -1.2342 0.48 0.00 -0.36
S -0.6369 -1.7214 1.4463 0.58 -0.40 0.03
H 0.0737 -0.8419 -1.3255 -0.56 -1.28 -1.86
H 1.5428 -0.6565 1.3002 0.79 0.53 0.84
C 0.9035 -1.1609 0.6348 -1.23 -0.93 -2.83
H 1.3893 -2.1021 0.2244 -0.39 1.23 0.64
C 0.5322 -0.2364 -0.6274 -0.50 0.89 3.82
H -0.7772 -0.6275 2.1836 -0.17 0.22 0.24
H -1.4426 0.3781 0.1494 0.73 0.33 -0.24
S -0.9130 1.7791 -1.7193 -0.14 0.37 -0.78
C -0.5270 0.8643 -0.2425 0.28 -2.00 -0.78
H -2.0453 2.2696 -1.2344 -0.36 0.21 -0.02
```
Positions in Å, forces in eV/Å.

Its net charge is 0. For the HOMO energy, the calculation gives -9.1 eV. Its HOMO-LUMO gap is 9.8 eV. The energy above the lowest of the compared OMol25 structures with the same formula, charge and spin comes out at 10.6 kJ/mol.

=====

A gas-phase ion, C3H7F2N2 (charge +1) in a non-equilibrium geometry, computed with ωB97M-V/def2-TZVPD.

Geometry as XYZ:
```
14
Properties=species:S:1:pos:R:3:forces:R:3
N -0.9733 -1.3193 -0.5109 0.16 0.21 0.17
C 1.1818 -0.2398 0.2762 -1.13 0.45 -1.23
F 1.7936 0.0922 1.4532 -1.19 -0.09 -0.85
H -0.4900 -1.6490 -1.4075 -0.99 0.78 2.05
H 0.8356 1.6999 -0.8853 0.62 -0.74 0.00
H -1.8549 -0.4622 1.8038 -3.85 -0.71 0.60
H 2.5521 0.9565 -0.7332 -1.05 0.15 -0.79
F 1.7064 -1.4004 -0.1421 0.65 -0.85 0.13
H -1.9433 -1.5777 -0.2873 0.62 -0.21 -0.89
C -0.3783 -0.6544 0.4716 1.98 0.61 0.58
N -0.9365 -0.3486 1.6329 4.68 1.34 0.40
H 1.2484 0.1209 -1.8371 0.54 1.45 1.18
C 1.4573 0.7754 -0.9144 -0.22 -1.45 1.04
H -0.3973 0.0812 2.4699 -0.83 -0.95 -2.39
```
Positions in Å, forces in eV/Å.

Its net charge is +1. For the HOMO energy, the calculation gives -16.4 eV. Its HOMO-LUMO gap is 12.4 eV. The energy above the lowest of the compared OMol25 structures with the same formula, charge and spin comes out at 6.5 kJ/mol.

=====

2 unconnected molecules or ions with the total composition C3H7F2NO in a non-equilibrium geometry, computed with ωB97M-V/def2-TZVPD.

Geometry as XYZ:
```
14
Properties=species:S:1:pos:R:3:forces:R:3
H 0.0684 1.8383 -0.3659 -0.07 0.10 0.81
C 1.2536 -0.3894 1.0623 -1.79 1.30 1.52
F -3.0019 -0.7753 -1.3115 1.41 0.10 1.63
H 0.6656 1.2374 -1.8167 0.46 -0.29 -0.09
H 1.0191 0.5882 1.5757 -0.28 -1.20 0.33
C 0.8751 1.2219 -0.7473 -3.25 -1.56 -1.57
N 0.8551 -0.1485 -0.2812 -1.05 -0.94 -1.21
H 0.7540 -1.2833 1.4878 0.08 0.81 -0.31
F -2.0431 0.2566 0.4146 -0.18 0.67 0.74
H 2.2787 -0.4673 1.2402 1.99 -0.48 -0.33
H 1.7936 1.5638 -0.5381 3.24 1.80 0.67
H -2.4194 -1.7616 0.3152 -0.19 -0.83 1.20
O 0.0454 -0.9957 -0.8409 0.24 0.29 0.16
C -2.1443 -0.8851 -0.1942 -0.60 0.22 -3.55
```
Positions in Å, forces in eV/Å.

Its net charge is 0. For the HOMO energy (spin up / spin down), the calculation gives -8.2 / -8.0 eV. Its HOMO-LUMO gap (spin up / spin down) is 9.1 / 8.6 eV. The energy above the lowest of the compared OMol25 structures with the same formula, charge and spin comes out at 386.9 kJ/mol.

=====

A gas-phase ion, C3H7FIN2 (charge +1) in a non-equilibrium geometry, computed with ωB97M-V/def2-TZVPD.

Geometry as XYZ:
```
14
Properties=species:S:1:pos:R:3:forces:R:3
C -1.4106 0.0185 0.1868 2.76 1.46 -2.20
N 1.4791 -0.9804 -0.8896 0.90 0.44 -1.75
H -0.3101 -0.6809 1.6408 0.35 -0.29 2.37
F 3.2390 1.1148 3.7161 -2.04 -1.25 -0.37
I 2.3955 -1.3579 2.4469 0.44 0.08 0.26
C 2.1326 0.2792 3.6421 2.76 0.82 -0.81
C 1.0670 -0.7781 0.2973 -0.82 -0.61 2.07
H -1.4384 0.9256 0.7457 -0.18 0.96 0.03
H 1.7859 -0.0110 4.5947 -0.76 0.07 1.06
H 0.8636 -0.7703 -1.6295 -1.02 -0.04 -1.31
H -2.3014 -0.4513 0.3397 -2.01 -2.16 0.81
N -0.1734 -0.6449 0.6839 -0.92 0.43 -1.23
H 2.4350 -1.0185 -1.2080 0.27 -0.01 0.64
H -1.3791 0.2214 -0.8945 0.27 0.10 0.43
```
Positions in Å, forces in eV/Å.

Its net charge is +1. For the HOMO energy (spin up / spin down), the calculation gives -13.3 / -12.6 eV. Its HOMO-LUMO gap (spin up / spin down) is 7.9 / 7.7 eV. The energy above the lowest of the compared OMol25 structures with the same formula, charge and spin comes out at 439.4 kJ/mol.

=====

2 unconnected molecules or ions with the total composition C3H7FINO in a non-equilibrium geometry, computed with ωB97M-V/def2-TZVPD.

Geometry as XYZ:
```
14
Properties=species:S:1:pos:R:3:forces:R:3
C -1.1341 -0.4631 0.2561 -1.26 -3.68 -0.43
C 2.1268 1.3225 0.6847 0.93 -0.08 1.55
F -0.4763 0.4091 1.0764 -0.07 0.41 1.09
H 0.6370 -1.3985 -0.3575 1.22 0.99 -1.36
O 1.5539 2.1533 0.0992 -0.36 0.27 -0.26
I 3.4278 -0.1131 -0.2729 -0.06 -0.12 -0.07
N -0.2530 -1.6490 -0.0239 -2.47 1.53 -0.53
H -0.9364 -0.3173 -1.7051 1.07 -0.72 -2.42
H -2.0743 -0.9937 0.7552 1.93 1.65 -0.42
H 2.2361 1.2196 1.8189 -0.42 0.05 -1.26
H -1.1343 1.2330 -0.9010 0.42 0.74 -0.41
H 0.0040 -1.9137 0.8634 0.37 -1.59 2.77
H -2.4998 0.2810 -1.2643 -1.35 -0.26 -0.26
C -1.4773 0.2298 -1.0290 0.04 0.81 2.02
```
Positions in Å, forces in eV/Å.

Its net charge is 0. For the HOMO energy, the calculation gives -10.1 eV. Its HOMO-LUMO gap is 10.3 eV. The energy above the lowest of the compared OMol25 structures with the same formula, charge and spin comes out at 34.2 kJ/mol.